Below is a structure of composition C30H44BeBr2N2P2 at a distorted geometry, with properties calculated with ωB97M-V/def2-TZVPD.

```
81
C30H44BeBr2N2P2 (ωB97M-V/def2-TZVPD)
N -5.4515 -1.8838 4.1599
C -4.5079 -1.0544 4.6146
C -4.1022 0.0839 3.9077
C -4.7327 0.3916 2.6775
C -5.7437 -0.4955 2.2387
C -6.0455 -1.6334 2.9931
C -4.3140 1.4530 1.7907
Be -0.0634 2.0766 -1.4164
P 4.3269 -0.2579 -1.7583
C -4.7676 1.5434 0.4956
C -4.1244 2.3649 -0.4906
C -3.9394 1.9465 -1.8418
C -2.6041 1.8350 -2.2278
C -1.6801 2.6201 -1.5275
C -2.0481 3.5458 -0.5570
C -3.3272 3.4466 -0.0368
Br 1.3860 1.6881 -2.8803
H -3.5319 2.1213 2.1626
H -5.4977 0.8378 0.1093
H -3.3342 0.7294 4.3213
H -6.3335 -0.2998 1.3467
H -4.0762 -1.2916 5.5916
H -6.8179 -2.3216 2.6291
H -4.7420 1.6885 -2.5313
H -3.6480 4.0976 0.7634
H -2.3123 1.1453 -3.0285
H -1.3452 4.2892 -0.1601
P -0.2337 -1.3563 -1.2558
C 4.6845 1.5224 -1.4027
C 5.7106 2.2862 -2.2224
H 4.9427 1.5842 -0.3328
H 3.7006 2.0104 -1.5393
H 5.8682 3.2720 -1.7650
H 6.6857 1.7923 -2.2641
H 5.3537 2.4572 -3.2372
C 4.1442 -0.4389 -3.5786
C 4.7769 0.4342 -4.6485
H 3.0572 -0.2692 -3.6755
H 4.3499 -1.4940 -3.8049
H 4.2982 0.1931 -5.6059
H 4.5876 1.4955 -4.4975
H 5.8467 0.2551 -4.7813
C 5.6177 -1.3612 -1.0902
C 6.9973 -0.9073 -1.5028
H 5.3814 -2.3753 -1.4551
H 5.5002 -1.3774 0.0091
H 7.6900 -1.7363 -1.3563
H 7.0332 -0.6106 -2.5540
H 7.3380 -0.0747 -0.8852
C 0.5178 -2.7445 -0.3562
C 1.9104 -3.1446 -0.8270
H -0.2027 -3.5663 -0.4569
H 0.5768 -2.4648 0.7101
H 2.0500 -4.2179 -0.6582
H 2.0711 -2.9508 -1.8907
H 2.6926 -2.6224 -0.2658
C -0.3241 -2.0882 -2.9153
C -1.1914 -1.3189 -3.8951
H -0.7000 -3.1068 -2.7376
H 0.7107 -2.1262 -3.2844
H -1.4445 -1.9835 -4.7253
H -2.1294 -0.9809 -3.4451
H -0.6419 -0.4616 -4.2961
C -1.9530 -1.2556 -0.6199
C -2.1686 -1.6900 0.8251
H -2.5469 -1.8673 -1.3167
H -2.2821 -0.2103 -0.7397
H -3.2467 -1.7246 1.0216
H -1.7589 -2.6883 1.0167
H -1.7246 -0.9884 1.5440
Br 1.3280 -1.4492 2.6793
C 0.7268 0.2363 1.9535
C 0.3224 1.1971 2.8784
C 0.1953 2.5139 2.4302
C 0.4002 2.8202 1.0847
N 0.4722 1.8179 0.1703
C 0.7799 0.5649 0.6049
H 0.1274 0.9012 3.9046
H -0.1120 3.3042 3.1096
H 0.4314 3.8675 0.7405
H 1.1668 -0.1601 -0.1359
```

Calculated values
Gap between HOMO and LUMO (spin up / spin down), eV: 3.08 / 3.18
ΔE to the lowest compared entry with this formula, charge and spin, kcal/mol: 119.6
Charge: +2
LUMO (spin up / spin down), eV: -8.78 / -8.72

---

Below is a structure of composition C30H44BrCrN3P2 at a distorted geometry, with properties calculated with ωB97M-V/def2-TZVPD.

```
81
C30H44BrCrN3P2 (ωB97M-V/def2-TZVPD)
C -0.9327 5.3684 -2.6758
C -1.1333 4.1489 -3.3636
C -1.3725 4.2398 -4.7496
C -1.0257 5.4373 -5.4012
N -0.6306 6.5168 -4.7366
C -0.6129 6.5168 -3.4057
C -0.9700 2.9129 -2.6317
C -0.2553 2.4298 -1.6449
C 0.3556 1.9746 -0.4596
C 1.4198 2.5820 0.2803
C 2.1359 1.8880 1.1989
C 1.6953 0.5494 1.7002
C 0.4468 0.0659 1.0625
C -0.1671 0.7541 0.0671
Cr -1.5306 1.0370 -2.1952
P 2.9410 -0.7657 1.2235
H -1.7646 3.4249 -5.3477
H -0.9590 5.4175 -1.5911
H -1.0674 5.5185 -6.4902
H -0.3458 7.4403 -2.8869
H -1.1727 0.3983 -0.3616
H 1.6598 3.6244 0.0575
H 0.0118 -0.8513 1.4875
H 3.0277 2.3036 1.6762
C 2.4889 -2.3246 2.0188
C 3.1175 -3.5932 1.4379
H 1.3959 -2.4166 1.9903
H 2.7544 -2.2241 3.0811
H 2.8067 -4.4571 2.0392
H 2.7837 -3.7795 0.4101
H 4.2137 -3.5687 1.4456
C 3.1279 -0.9520 -0.5682
C 3.5695 0.3070 -1.3134
H 2.1695 -1.3154 -0.9704
H 3.8618 -1.7605 -0.7232
H 3.7614 0.0606 -2.3647
H 2.7869 1.0741 -1.2951
H 4.4923 0.7315 -0.8966
C 4.4633 -0.1824 1.9511
C 5.6016 -1.1992 1.8657
H 4.2305 0.0634 2.9974
H 4.7399 0.7576 1.4561
H 6.5384 -0.7244 2.1839
H 5.4291 -2.0598 2.5251
H 5.7493 -1.5673 0.8404
Br 1.5774 0.6020 3.6758
P -2.2834 -2.3412 -1.3775
C -0.6243 -3.1294 -1.1691
C -0.6611 -4.6587 -1.3132
H -0.2463 -2.8602 -0.1707
H 0.0419 -2.6797 -1.9198
H 0.3632 -5.0517 -1.3562
H -1.1591 -5.1369 -0.4584
H -1.1760 -4.9783 -2.2293
C -2.6887 -1.8751 0.3549
C -3.6411 -2.8837 1.0014
H -3.1151 -0.8631 0.3582
H -1.7533 -1.8190 0.9265
H -3.6757 -2.7379 2.0877
H -4.6589 -2.7619 0.6124
H -3.3255 -3.9178 0.8113
C -2.1249 -0.9537 -2.5025
C -2.7107 -1.2694 -3.8855
H -1.0150 -0.6473 -2.5519
H -2.7522 -0.0869 -1.9820
H -2.9625 -0.3345 -4.4024
H -1.9975 -1.8191 -4.5116
H -3.6194 -1.8781 -3.7886
N -1.6877 -1.2666 3.6293
C -2.2947 -0.0420 3.4242
C -3.1590 0.4851 4.4151
C -3.7511 1.7217 4.1770
C -3.4886 2.3720 2.9600
C -2.6201 1.7673 2.0519
N -2.0743 0.5662 2.2562
H -0.7115 -1.3367 3.3493
H -1.8610 -1.6776 4.5375
H -3.2880 -0.0906 5.3317
H -4.4000 2.1793 4.9245
H -3.9346 3.3289 2.6908
H -2.3567 2.2726 1.1196
```

Calculated values
Gap between HOMO and LUMO (spin up / spin down), eV: 6.21 / 5.56
ΔE to the lowest compared entry with this formula, charge and spin, kcal/mol: 89.7
Charge: +2
LUMO (spin up / spin down), eV: -6.90 / -7.58
2S+1: 5

---

Below is a cluster of 15 separate species, C30H44ClIN14P in total at a distorted geometry, with properties calculated with ωB97M-V/def2-TZVPD.

```
91
C30H44ClIN14P (ωB97M-V/def2-TZVPD)
C 1.4935 0.2599 -5.3936
C 1.8948 -0.5204 -4.5657
P 2.2291 -1.6981 -3.4039
Cl 3.3716 -3.0532 -4.2741
I 3.2725 -0.8795 -1.4482
H 0.9188 0.6814 -6.1974
H 1.0466 -2.3254 -3.0139
C 0.3837 -6.1016 -2.8994
C 0.9601 -5.0339 -2.1006
N 1.4235 -4.2038 -1.4543
H 1.1034 -6.9022 -3.0553
H -0.4895 -6.5311 -2.4129
H 0.0716 -5.7342 -3.8762
C -1.3510 3.1520 -4.0874
C -1.2443 2.6659 -5.4497
N -1.1282 2.2757 -6.5232
H -2.3758 3.1216 -3.7106
H -0.7589 2.5351 -3.4110
H -0.9852 4.1766 -4.0094
C -2.5182 0.7185 -0.5363
C -3.0106 1.8426 -1.3166
N -3.4077 2.7167 -1.9477
H -3.0033 -0.2044 -0.8331
H -1.4448 0.5872 -0.6714
H -2.6957 0.8574 0.5242
C 0.2297 -10.7735 -3.0616
C -0.6411 -9.6188 -2.9124
N -1.3317 -8.7119 -2.7849
H 0.6355 -10.8251 -4.0704
H 1.0623 -10.7238 -2.3621
H -0.3167 -11.6950 -2.8704
C 3.5988 1.1823 2.2276
C 2.7306 2.3208 1.9854
N 2.0342 3.2055 1.7726
H 3.8742 1.1117 3.2784
H 3.0987 0.2526 1.9553
H 4.5198 1.2553 1.6499
C -1.0422 -3.2797 0.5663
C -2.0411 -2.2945 0.9377
N -2.8293 -1.5110 1.2229
H -0.7668 -3.1830 -0.4837
H -0.1354 -3.1657 1.1585
H -1.4178 -4.2892 0.7219
C -1.9873 3.4813 2.4931
C -1.2038 2.2653 2.3673
N -0.5808 1.3058 2.2752
H -3.0265 3.3140 2.2106
H -1.9681 3.8416 3.5194
H -1.5894 4.2704 1.8574
C 1.3158 2.2606 5.2651
C 0.3719 3.3629 5.2475
N -0.3847 4.2245 5.2176
H 1.7566 2.1239 6.2495
H 0.8244 1.3292 4.9836
H 2.1269 2.4316 4.5595
C -6.1464 -0.2050 -3.5778
C -4.8899 -0.8458 -3.2288
N -3.8960 -1.3499 -2.9572
H -6.7629 -0.8673 -4.1828
H -6.7072 0.0580 -2.6829
H -5.9689 0.7067 -4.1452
C 0.4364 5.2645 -1.0451
C 0.6445 6.0902 -2.2213
N 0.7915 6.7295 -3.1616
H -0.4233 4.6078 -1.1800
H 1.3041 4.6409 -0.8367
H 0.2526 5.8777 -0.1648
C 2.3406 -1.2296 7.7197
C 2.9369 0.0717 7.4691
N 3.4037 1.1026 7.2779
H 3.0423 -2.0276 7.4832
H 2.0563 -1.3279 8.7656
H 1.4483 -1.3702 7.1118
C -4.9661 -4.8473 0.8405
C -3.6952 -5.4671 1.1757
N -2.6918 -5.9567 1.4407
H -5.5765 -5.5196 0.2402
H -5.5220 -4.5968 1.7420
H -4.8104 -3.9299 0.2744
C -0.1391 9.1038 -5.4503
C 0.0550 9.9100 -6.6450
N 0.2103 10.5451 -7.5868
H -0.9898 8.4345 -5.5648
H 0.7357 8.4936 -5.2388
H -0.3227 9.7316 -4.5804
C 6.9603 0.7937 7.3761
C 7.6803 -0.4489 7.1512
N 8.2402 -1.4318 6.9631
H 5.9015 0.6775 7.1534
H 7.0474 1.1191 8.4111
H 7.3479 1.5921 6.7457
```

Calculated values
Gap between HOMO and LUMO, eV: 7.54
Charge: +1
LUMO, eV: -4.89

---

Below is a structure of composition C30H44IrN2O2S2, with properties calculated with ωB97M-V/def2-TZVPD.

```
81
C30H44IrN2O2S2 (ωB97M-V/def2-TZVPD)
Ir 0.9276 0.1214 -0.6795
C 2.0022 -1.1054 1.9962
N 2.5365 -0.5295 0.7503
C 3.3451 0.6630 1.0884
C 3.3782 -1.5168 0.0335
C 2.5382 -2.5023 -0.7642
N 1.7558 -1.8190 -1.8091
C 0.6652 -2.6761 -2.2886
C 2.5927 -1.4234 -2.9452
H 2.8255 -1.3896 2.6604
H 1.3875 -1.9749 1.7805
H 1.3818 -0.3627 2.4960
H 4.1910 0.3831 1.7261
H 2.7239 1.3946 1.6016
H 3.7214 1.1187 0.1730
H 4.0223 -2.0439 0.7455
H 4.0288 -0.9595 -0.6406
H 1.8347 -3.0209 -0.1101
H 3.1958 -3.2629 -1.2046
H 1.0599 -3.5908 -2.7480
H 0.0924 -2.1296 -3.0374
H 0.0110 -2.9317 -1.4600
H 3.0219 -2.3027 -3.4409
H 3.3987 -0.7686 -2.6208
H 1.9834 -0.8668 -3.6546
C 2.8039 2.4107 -2.8635
C 1.5059 2.7802 -2.1206
C 0.7966 3.8941 -2.9076
C 0.6256 1.5535 -2.0343
C 1.8014 3.2989 -0.7084
C 0.8220 3.2221 0.2822
C 1.0516 3.6851 1.5700
C 2.2810 4.2374 1.9026
C 3.2644 4.3308 0.9289
C 3.0245 3.8706 -0.3608
H 2.5542 1.9384 -3.8139
H 3.4061 1.7073 -2.2796
H 3.4141 3.2905 -3.0778
H 0.5815 3.5546 -3.9235
H 1.4200 4.7883 -2.9694
H -0.1449 4.1667 -2.4278
H -0.3081 1.5718 -2.5949
H -0.1388 2.7865 0.0321
H 0.2691 3.6182 2.3169
H 2.4657 4.6000 2.9056
H 4.2257 4.7678 1.1687
H 3.8144 3.9597 -1.0945
C -4.3958 2.0464 -1.8467
S -2.7774 2.2651 -1.1042
C -3.3423 2.9260 0.4653
O -2.2832 0.8839 -0.8106
H -4.9868 1.3845 -1.2133
H -4.2403 1.5908 -2.8228
H -4.8800 3.0154 -1.9682
H -3.8560 3.8742 0.3086
H -2.4583 3.0885 1.0804
H -4.0010 2.1932 0.9314
O -0.5417 -1.3767 0.1477
S -1.6298 -1.0528 1.1723
C -3.0979 -1.8225 0.5164
C -4.1775 -2.0407 1.3606
C -5.3407 -2.5808 0.8344
C -5.4114 -2.8967 -0.5165
C -4.3222 -2.6681 -1.3461
C -3.1554 -2.1187 -0.8336
C -1.2902 -2.1784 2.5089
C -1.1387 -1.6409 3.7770
C -0.8072 -2.4806 4.8351
C -0.6240 -3.8344 4.6073
C -0.7740 -4.3635 3.3269
C -1.1116 -3.5376 2.2710
H -4.1131 -1.8069 2.4169
H -6.1877 -2.7624 1.4824
H -6.3186 -3.3239 -0.9227
H -4.3823 -2.9135 -2.3982
H -2.3048 -1.9075 -1.4659
H -1.2759 -0.5775 3.9360
H -0.6913 -2.0747 5.8310
H -0.3656 -4.4884 5.4298
H -0.6346 -5.4235 3.1605
H -1.2400 -3.9341 1.2708
```

Calculated values
Gap between HOMO and LUMO (spin up / spin down), eV: 6.76 / 8.08
ΔE to the lowest compared entry with this formula, charge and spin, kcal/mol: 2.0
Charge: +1
LUMO (spin up / spin down), eV: -1.99 / -2.82
2S+1: 5